No. 1
DFT (ωB97M-V/def2-TZVPD) results for a molecular structure, C32H34IrO3Sb at a distorted geometry.

Structure (XYZ):
```
71
Properties=species:S:1:pos:R:3:forces:R:3:mulliken_spin:R:1
Ir 1.2703 0.7064 1.3179 0.1 -0.6 0.7 2.10
C -0.2628 -2.8831 3.2145 0.5 -0.1 -0.9 0.01
C 0.5420 -1.6494 3.5993 0.1 -0.9 -0.6 0.03
C 0.4496 -1.4794 5.0883 2.0 -0.7 0.2 0.00
O -0.1506 -0.5041 3.0429 0.5 -0.1 -0.1 0.11
C 2.0330 -1.8150 2.9990 -3.1 1.5 0.8 -0.03
O 2.6601 -2.7891 3.2665 1.1 -1.5 0.5 0.02
O 2.3695 -0.8544 2.2335 1.1 1.0 -0.9 0.11
H -1.2274 -2.8655 3.6988 -0.4 0.0 0.1 0.00
H 0.2736 -3.7920 3.4888 0.0 0.1 0.0 0.00
H -0.4125 -2.9012 2.1229 0.1 -0.2 0.3 0.00
H -0.5944 -1.4225 5.3311 -0.4 0.2 0.5 0.00
H 1.0524 -0.6089 5.3913 -0.5 0.0 0.2 0.00
H 0.9212 -2.3625 5.5589 -0.4 0.4 0.0 0.00
H -0.0846 0.1317 3.7621 -0.3 0.6 -0.3 -0.01
C -4.4853 -1.2883 -0.4341 0.7 -1.4 -1.0 0.00
C -3.7540 -1.5070 0.7257 1.0 0.6 -1.4 0.00
C -2.3686 -1.4079 0.6462 -1.0 0.1 -0.7 -0.01
C -1.7763 -1.1625 -0.5791 0.8 0.4 0.1 0.01
C -2.5006 -0.9931 -1.7469 0.1 -0.3 -1.0 0.00
C -3.8815 -1.1351 -1.7099 -0.1 0.1 1.8 0.00
Sb 0.3391 -0.9830 -0.5251 0.0 0.1 -0.6 0.46
C 0.8235 -0.4340 -2.5039 -0.8 0.0 -1.1 -0.05
C 1.0116 0.9257 -2.7414 0.9 0.5 -0.4 -0.04
C 1.2877 1.4165 -4.0392 -0.2 -1.2 -0.4 0.02
C 1.1634 0.5582 -5.1552 0.1 0.2 0.7 0.00
C 0.8316 -0.7891 -4.9184 1.0 0.0 -1.1 0.00
C 0.7450 -1.2947 -3.6315 -0.2 1.5 0.0 0.01
C 0.9642 -2.9823 -0.5507 -1.4 0.2 -0.1 0.04
C 2.1328 -3.2467 0.1131 0.1 -0.3 0.1 -0.01
C 2.5128 -4.5352 0.3482 0.5 -0.5 -0.3 0.00
C 1.7584 -5.5568 -0.1945 0.6 -1.1 0.8 0.00
C 0.6287 -5.3226 -0.9060 -2.6 -0.3 -0.8 0.00
C 0.1415 -4.0096 -1.0133 1.7 -0.8 0.0 0.00
H -5.4871 -1.6345 -0.4188 -1.1 0.4 0.0 0.00
H -4.2132 -1.8338 1.6152 -0.6 -0.1 1.0 0.00
H -1.7701 -1.5603 1.4975 0.5 -0.1 1.0 0.00
H -1.9477 -0.8690 -2.6969 -0.5 0.0 0.5 0.00
H -4.5164 -1.2303 -2.5729 0.1 0.3 -0.3 0.00
H 1.0922 1.6330 -1.9013 -0.1 -0.3 -0.3 0.04
H 1.6892 2.4095 -4.1696 -0.3 0.3 0.0 0.00
H 1.3807 0.9073 -6.1841 -0.2 -0.2 0.8 0.00
H 0.8425 -1.5063 -5.7804 -0.3 0.8 0.9 0.00
H 0.5786 -2.3336 -3.6146 -0.1 -1.2 0.8 0.00
H 2.7210 -2.4814 0.5381 0.5 0.9 0.3 0.00
H 3.4188 -4.6977 0.9042 0.1 -0.3 0.2 0.00
H 1.9448 -6.5931 0.0292 0.6 -0.2 0.0 0.00
H -0.0033 -6.2044 -1.2711 1.0 1.4 0.5 0.00
H -0.7819 -3.8574 -1.4995 -1.0 0.5 -0.4 0.00
C -1.2679 4.2776 1.8439 1.4 -1.0 0.7 0.03
C -0.4331 3.2921 0.9907 -0.5 0.2 -1.4 -0.18
C -1.4761 2.3412 0.3565 0.6 0.7 -0.6 0.16
C 0.5185 2.4714 1.8245 -0.4 0.8 0.7 1.27
C 0.3126 4.1093 -0.1054 0.5 -0.7 1.0 -0.07
C 1.6664 4.4039 0.0166 -0.5 -0.5 0.6 0.03
C 2.3220 5.0705 -1.0100 2.6 -0.7 2.1 0.00
C 1.6766 5.4207 -2.1404 -1.2 0.4 -2.2 0.00
C 0.2993 5.1738 -2.3030 1.9 -0.4 2.2 0.01
C -0.3216 4.5123 -1.2477 -3.0 0.1 -1.8 0.00
H -1.8866 3.6713 2.5494 0.9 0.8 0.1 -0.01
H -1.9594 4.8290 1.2744 -0.8 0.6 -1.1 0.01
H -0.5371 5.0158 2.2140 -0.6 -0.3 0.8 -0.01
H -1.8104 1.7422 1.1614 -0.4 -1.1 0.7 0.00
H -1.0822 1.7270 -0.4685 -0.2 0.2 0.3 -0.04
H -2.3415 2.9044 0.0252 -0.1 0.0 -0.4 0.01
H 0.7501 2.9984 2.7618 0.4 -0.4 -0.1 0.02
H 2.1687 3.9988 0.9092 0.0 0.5 -0.5 -0.05
H 3.4348 5.1953 -0.8350 -1.4 0.1 -0.7 0.00
H 2.2058 5.7829 -3.0160 0.2 0.3 0.3 0.00
H -0.1812 5.4992 -3.1770 -0.8 0.1 -1.0 0.00
H -1.4189 4.2516 -1.3993 1.4 0.4 0.4 0.00
```
Positions in Å, forces in eV/Å.

Summary:
Total charge: 0
HOMO-LUMO gap (spin up / spin down), eV: 7.502 / 7.735
LUMO energy (spin up / spin down), hartree: 0.021 / -0.041
Multiplicity: 5
Energy above the lowest of the compared OMol25 structures with the same formula, charge and spin, kcal per mole: 0.0



No. 2
DFT (ωB97M-V/def2-TZVPD) results for a molecular structure, C32H34MnSb at a distorted geometry.

Structure (XYZ):
```
68
Properties=species:S:1:pos:R:3:forces:R:3:mulliken_spin:R:1
C 2.8169 -2.3206 -0.4382 2.6 -2.7 0.1 0.79
C 2.1969 -3.6909 -0.2362 -0.7 -0.1 0.1 0.02
C 3.5462 -2.2476 -1.7601 -0.3 0.6 -0.5 0.05
C 3.8000 -2.1087 0.6938 -0.1 0.6 0.5 0.03
H 4.4188 -2.9300 -1.7338 -0.3 0.2 0.1 0.01
H 3.9164 -1.2434 -1.9913 0.1 -0.2 0.1 0.00
H 2.9255 -2.5341 -2.6126 0.1 -0.1 0.1 0.00
H 2.9951 -4.4373 -0.0247 -0.4 0.5 -0.1 0.02
H 1.6278 -4.0632 -1.0915 0.2 0.1 -0.1 0.00
H 1.5054 -3.6987 0.6130 0.2 -0.1 0.1 0.01
H 4.5307 -2.9432 0.7234 -0.4 0.3 -0.1 0.01
H 3.2946 -2.0669 1.6627 0.1 -0.3 0.0 0.01
H 4.3784 -1.1873 0.6069 0.1 -0.1 -0.1 0.01
C -1.0327 0.0113 -1.4099 -0.1 -0.2 0.1 0.00
C -0.0759 -0.3669 -2.4001 -0.1 -1.3 -0.2 -0.14
C 0.3240 -1.7161 -2.1178 -1.1 -0.3 0.1 0.05
H 0.2130 0.1994 -3.2865 -0.1 -0.2 0.5 0.00
C -0.3596 -2.1360 -0.9118 -0.4 0.3 -0.9 0.03
C -1.1809 -1.0529 -0.4687 0.4 -0.9 -0.5 -0.16
H -1.8887 -1.0997 0.3599 0.5 0.2 -0.3 0.00
H -1.6533 0.9057 -1.4343 0.4 -0.1 0.2 0.01
H 0.9303 -2.3505 -2.7628 -0.1 0.4 0.4 0.02
H -0.3466 -3.1324 -0.4828 0.1 0.4 0.0 0.02
C 1.0013 1.0196 1.1099 0.6 -0.2 -0.1 -0.13
C 0.6402 1.6628 -0.1167 0.5 0.0 0.3 -0.01
C 1.6795 1.4435 -1.0802 1.1 0.1 0.7 -0.13
H -0.2132 2.3187 -0.2359 0.0 -0.4 -0.1 0.01
C 2.7199 0.7003 -0.4281 -0.3 0.8 0.8 0.02
C 2.2852 0.4351 0.9245 0.3 0.8 -0.2 0.03
H 2.8753 -0.0321 1.7099 -0.3 0.1 -0.4 0.02
H 0.4598 1.0634 2.0598 0.1 -0.2 -0.6 0.00
H 1.7506 1.8582 -2.0849 -0.2 -0.3 0.4 0.00
H 3.6998 0.4772 -0.8411 -0.4 -0.1 0.1 0.02
Mn 0.9435 -0.4635 -0.5250 -2.0 2.2 -0.3 2.41
C -6.6825 -0.3170 4.4031 0.3 0.1 -0.2 0.00
C -5.9415 -1.2064 3.6110 0.0 0.2 0.1 0.00
C -4.7403 -0.7834 3.0309 -0.3 0.2 0.1 0.00
C -4.3049 0.5355 3.2169 0.3 0.5 -0.5 0.00
C -5.0426 1.4307 3.9937 -0.5 -0.3 0.1 0.00
C -6.2395 1.0005 4.5846 0.1 -0.1 0.0 0.00
Sb -2.6336 1.2263 2.0063 -0.3 0.1 0.2 0.00
C -3.7516 2.0765 0.3174 0.1 0.0 0.7 0.00
C -3.1470 2.9664 -0.5780 -0.5 -0.1 -0.4 0.00
C -3.8692 3.4483 -1.6811 0.0 -0.2 0.2 0.00
C -5.2034 3.0687 -1.8692 0.1 -0.1 0.2 0.00
C -5.8082 2.1792 -0.9719 0.4 0.0 0.1 0.00
C -5.0739 1.6715 0.1126 -0.2 0.2 -0.4 0.00
C -1.9572 2.9965 3.0774 -0.5 -0.3 -0.2 0.00
C -1.9210 4.2528 2.4665 0.3 0.2 0.4 0.00
C -1.4053 5.3504 3.1708 0.0 -0.2 0.2 0.00
C -0.9631 5.1971 4.4924 -0.1 -0.3 -0.2 0.00
C -1.0100 3.9348 5.1020 -0.1 0.0 -0.3 0.00
C -1.5030 2.8302 4.3917 0.2 0.5 0.0 0.00
H -7.6087 -0.6503 4.8710 0.2 0.1 -0.2 0.00
H -6.3088 -2.2196 3.4250 0.2 0.3 0.2 0.00
H -4.1728 -1.4726 2.4000 -0.1 0.2 0.2 0.00
H -4.7185 2.4673 4.1173 -0.1 -0.3 0.0 0.00
H -6.8346 1.7085 5.1712 0.2 -0.3 -0.2 0.00
H -2.1192 3.3072 -0.4313 -0.3 -0.1 0.0 0.00
H -3.3795 4.1216 -2.3872 -0.2 -0.1 0.2 0.00
H -5.7730 3.4694 -2.7099 0.2 -0.1 0.2 0.00
H -6.8465 1.8715 -1.1143 0.3 0.1 0.0 0.00
H -5.5526 0.9629 0.7919 0.1 0.2 -0.1 0.00
H -2.2912 4.3933 1.4513 0.1 0.0 0.3 0.00
H -1.3547 6.3287 2.6871 -0.1 -0.3 0.2 0.00
H -0.5835 6.0564 5.0485 -0.1 -0.3 -0.2 0.00
H -0.6656 3.8040 6.1312 -0.1 0.1 -0.3 0.00
H -1.5320 1.8478 4.8688 0.0 0.3 -0.1 0.00
```
Positions in Å, forces in eV/Å.

Summary:
Total charge: +1
HOMO-LUMO gap (spin up / spin down), eV: 6.382 / 5.821
LUMO energy (spin up / spin down), hartree: -0.148 / -0.170
Multiplicity: 4



No. 3
DFT (ωB97M-V/def2-TZVPD) results for a molecular structure, C32H34N5OPtS at a distorted geometry.

Structure (XYZ):
```
74
Properties=species:S:1:pos:R:3:forces:R:3:mulliken_charge:R:1
Pt 0.2626 0.4802 0.4959 0.6 -1.3 -0.1 1.84
C 3.0531 -1.8537 0.6459 -0.1 0.0 0.1 -1.39
N 2.9737 -0.4166 0.7378 0.4 0.0 0.0 -0.15
C 3.1995 0.2108 2.0159 -0.2 0.1 0.0 -1.64
C 1.9483 0.4346 2.8373 0.0 -0.2 -0.1 0.43
N 0.6899 0.3023 2.4581 -0.2 0.7 0.3 0.50
C -0.0938 0.6614 3.5567 -0.1 -0.1 0.0 0.09
C -1.4764 0.7005 3.6985 0.0 0.0 0.0 -0.41
C -1.9706 1.1236 4.9151 0.0 0.0 0.0 -0.81
C -1.1174 1.4881 5.9688 0.0 0.0 0.0 -0.49
C 0.2560 1.4348 5.8416 0.0 0.0 0.0 -1.11
C 0.7428 1.0115 4.6114 -0.1 0.0 0.0 0.76
N 2.0286 0.8469 4.1206 0.1 -0.1 0.0 -0.05
C 1.6945 -2.4872 0.5093 0.0 0.1 0.0 -0.01
N 0.5653 -1.8380 0.4078 0.4 0.5 0.0 0.19
C -0.4349 -2.8034 0.4063 -0.1 0.0 0.0 -0.17
C -1.8179 -2.6569 0.3780 0.0 0.0 0.0 -0.23
C -2.5764 -3.8093 0.4040 0.0 0.0 0.0 -0.86
C -1.9795 -5.0784 0.4505 0.0 0.0 0.0 -0.58
C -0.6074 -5.2356 0.4882 0.0 0.0 0.0 -1.14
C 0.1481 -4.0696 0.4735 0.0 0.0 0.0 0.60
N 1.5134 -3.8328 0.5390 0.0 0.0 0.0 -0.08
H 3.6772 -2.1418 -0.2041 -0.1 0.0 0.0 0.52
H 3.5255 -2.2862 1.5385 0.1 0.0 0.0 0.42
H 3.4741 0.0343 -0.0089 -0.1 0.1 0.0 0.25
H 3.9109 -0.3553 2.6336 0.0 0.0 0.0 0.55
H 3.6347 1.1991 1.8489 0.0 0.0 0.0 0.51
H -2.1235 0.4137 2.8814 0.0 0.0 0.0 0.43
H -3.0399 1.1764 5.0654 0.0 0.0 0.0 0.44
H -1.5484 1.8141 6.9051 0.0 0.0 0.0 0.40
H 0.9115 1.7091 6.6564 0.0 0.0 0.0 0.43
H 2.8846 1.0208 4.6201 0.0 -0.1 0.0 0.23
H -2.2659 -1.6721 0.3361 0.0 0.0 0.0 0.50
H -3.6554 -3.7383 0.3930 0.0 0.0 0.0 0.47
H -2.6109 -5.9561 0.4660 0.0 0.0 0.0 0.41
H -0.1533 -6.2160 0.5308 0.0 0.0 0.0 0.44
H 2.2372 -4.5249 0.6294 0.0 0.0 0.0 0.21
C -0.3068 4.7804 1.2907 0.0 0.0 0.1 -1.77
C 0.4106 3.4326 1.3517 0.0 -0.1 0.1 1.22
C 1.7768 3.5389 0.6777 0.1 0.0 0.0 -1.23
C -0.4666 2.3506 0.7246 0.3 0.1 -0.2 -1.25
H 0.3022 5.5784 1.7190 0.0 0.0 0.0 0.44
H -1.2533 4.7542 1.8325 0.0 0.0 0.0 0.38
H -0.5218 5.0461 0.2529 0.0 0.0 0.0 0.36
H 0.5560 3.1925 2.4146 0.1 -0.1 -0.1 -0.09
H 1.6885 4.0180 -0.3004 0.0 0.0 0.0 0.33
H 2.2214 2.5538 0.5121 0.0 0.0 0.0 -0.03
H 2.4670 4.1383 1.2749 0.0 0.1 0.0 0.39
H -0.7441 2.6964 -0.2824 -0.1 0.0 0.0 0.67
H -1.3798 2.2454 1.3203 -0.1 0.1 -0.1 0.50
O 0.8920 0.6564 -1.6227 -0.8 0.2 0.3 -0.79
S 0.5603 -0.5379 -2.5135 0.1 -0.2 -0.1 0.13
C 0.6966 0.1114 -4.1681 0.0 0.1 0.0 0.54
C 0.5591 1.4730 -4.3889 0.0 0.0 0.0 -0.33
C 0.6225 1.9420 -5.6908 0.0 0.0 0.0 -0.70
C 0.8190 1.0571 -6.7436 0.0 0.0 0.0 -0.49
C 0.9702 -0.3008 -6.5031 0.0 0.0 0.0 -0.67
C 0.9152 -0.7827 -5.2037 0.0 0.0 0.0 -0.27
C -1.2090 -0.7683 -2.4441 0.0 0.1 -0.1 0.67
C -2.0198 0.2592 -1.9887 0.0 0.0 -0.1 -0.08
C -3.3933 0.0677 -1.9739 0.0 0.0 0.0 -0.79
C -3.9329 -1.1332 -2.4170 0.0 0.0 0.0 -0.51
C -3.1053 -2.1525 -2.8667 0.0 0.0 0.0 -0.64
C -1.7308 -1.9764 -2.8758 0.1 0.0 0.0 -0.69
H 0.4184 2.1428 -3.5515 0.0 0.0 0.0 0.40
H 0.5199 3.0006 -5.8862 0.0 0.0 0.0 0.41
H 0.8603 1.4302 -7.7577 0.0 0.0 0.0 0.39
H 1.1402 -0.9830 -7.3243 0.0 0.0 0.0 0.41
H 1.0411 -1.8395 -5.0027 0.0 0.0 0.0 0.43
H -1.5815 1.1957 -1.6721 0.0 0.0 0.0 0.39
H -4.0416 0.8622 -1.6296 0.0 0.0 0.0 0.46
H -5.0052 -1.2754 -2.4108 0.0 0.0 0.0 0.42
H -3.5288 -3.0904 -3.1982 0.0 0.0 0.0 0.43
H -1.0765 -2.7738 -3.2064 0.0 0.0 0.0 0.45
```
Positions in Å, forces in eV/Å.

Summary:
Total charge: +1
HOMO-LUMO gap, eV: 8.520
LUMO energy, hartree: -0.072
Multiplicity: 1
Energy above the lowest of the compared OMol25 structures with the same formula, charge and spin, kcal per mole: 0.0



- Which formula does entry 3 have?
  C32H34N5OPtS